Computed, not measured: C33H31Cl5N11NaO6 as an isolated structure at a distorted geometry, with ωB97M-V with the def2-TZVPD basis set.

The geometry in ORCA input format:
```
! RIJCOSX wB97M-V def2-TZVPD def2/J DEFGRID3
* xyz -2 1
Na -0.41 -1.16 -1.08
C 2.43 -1.01 -4.41
C 1.75 -0.93 -3.05
O 0.57 -1.42 -2.97
C 2.79 -1.17 -1.88
C 2.45 -2.24 -0.86
C 3.27 -3.49 -0.80
N 1.42 -2.04 -0.14
N 1.12 -2.99 0.83
C -0.19 -3.14 0.96
O -1.12 -2.72 0.22
C -0.58 -3.92 2.20
C 0.32 -4.73 2.89
C -0.08 -5.38 4.04
C -1.38 -5.23 4.53
C -2.27 -4.41 3.84
C -1.87 -3.77 2.68
H 1.74 -0.67 -5.19
H 2.67 -2.06 -4.57
H 3.33 -0.40 -4.46
H 3.79 -1.38 -2.28
H 3.91 -3.58 -1.68
H 2.62 -4.36 -0.72
H 3.91 -3.50 0.09
H 1.33 -4.82 2.51
H 0.62 -6.02 4.57
H -1.68 -5.73 5.43
H -3.28 -4.27 4.22
H -2.55 -3.14 2.12
Cl -3.44 -0.77 -1.05
C -3.72 -0.74 0.71
C -3.05 0.21 1.44
C -3.33 0.20 2.77
Cl -2.52 1.41 3.84
C -4.23 -0.67 3.39
Cl -4.54 -0.63 5.10
C -4.91 -1.59 2.59
Cl -6.04 -2.69 3.31
C -4.65 -1.63 1.22
Cl -5.48 -2.79 0.23
N -1.69 2.15 -0.75
N -0.47 2.82 -0.86
C 0.69 2.27 -1.34
N 1.82 3.01 -1.13
N 0.62 1.11 -1.91
N 1.85 0.68 -2.51
O 2.45 1.53 -3.24
O 2.74 0.15 -1.38
H -1.92 1.72 -1.65
H -1.67 1.43 -0.03
H -0.38 3.63 -0.26
H 1.67 3.98 -0.90
H 2.53 2.82 -1.83
N -0.93 -0.14 -5.23
C -1.76 -0.13 -4.14
N -2.20 1.05 -3.82
C -1.59 1.90 -4.73
C -1.66 3.29 -4.83
C -0.90 3.91 -5.81
C -0.08 3.16 -6.67
C 0.01 1.79 -6.58
C -0.76 1.18 -5.60
H -0.32 -0.91 -5.43
H -1.96 -1.05 -3.63
H -2.28 3.85 -4.15
H -0.93 4.99 -5.90
H 0.53 3.68 -7.41
H 0.67 1.22 -7.23
O 1.10 3.33 6.01
C 0.30 3.77 4.92
N 1.03 4.48 3.91
C 1.82 3.91 2.96
O 2.53 4.59 2.24
C 1.76 2.41 2.87
C 2.68 1.62 3.56
C 2.57 0.25 3.44
C 1.58 -0.29 2.63
N 0.71 0.46 1.96
C 0.80 1.77 2.10
H 1.51 2.50 5.73
H -0.44 4.45 5.34
H -0.22 2.93 4.47
H 1.18 5.47 4.02
H 3.46 2.08 4.15
H 3.27 -0.41 3.95
H 1.50 -1.36 2.48
H 0.06 2.36 1.56
*
```

Computed properties:
LUMO   0.1361 hartree
Max |F|   1.03 eV Å⁻¹
ΔE to the lowest compared entry with this formula, charge and spin   24.7 kJ/mol
HOMO   -0.0913 Eh

---

Computed, not measured: one molecule with the formula C2H4P2S at a distorted geometry, with ωB97M-V with the def2-TZVPD basis set.

The geometry in ORCA input format:
```
! RIJCOSX wB97M-V def2-TZVPD def2/J DEFGRID3
* xyz 0 1
C -0.52 -0.74 -0.40
C -0.42 0.60 0.30
P 1.14 -1.47 0.04
P 2.42 0.15 0.08
S 1.00 1.78 -0.07
H -1.29 -1.24 0.05
H -0.75 -0.70 -1.40
H -1.38 1.27 0.11
H -0.21 0.36 1.30
*
```

Computed properties:
LUMO   -0.0271 hartree
Max |F|   4.27 eV Å⁻¹
ΔE to the lowest compared entry with this formula, charge and spin   58.7 kJ/mol
HOMO   -0.3143 Eh

---

Computed, not measured: C4H6OPb as an isolated structure at a distorted geometry, with ωB97M-V with the def2-TZVPD basis set.

The geometry in ORCA input format:
```
! RIJCOSX wB97M-V def2-TZVPD def2/J DEFGRID3
* xyz -1 2
O 0.31 2.20 0.19
C 1.06 1.49 1.00
C 0.68 0.28 1.57
H 2.14 1.72 1.00
H -0.36 0.23 1.92
H 1.45 -0.42 1.89
Pb -1.31 1.68 -0.97
C -0.88 -0.73 -0.65
C -0.60 -1.52 -1.71
H -1.38 -1.27 0.17
H -0.18 -1.11 -2.64
H -0.93 -2.56 -1.79
*
```

Computed properties:
LUMO (spin up / spin down)   0.1421 / 0.1393 hartree
Max |F|   3.08 eV Å⁻¹
HOMO (spin up / spin down)   -0.0491 / -0.1282 Eh

---

Computed, not measured: one molecule with the formula C5H13NSi at a distorted geometry, with ωB97M-V with the def2-TZVPD basis set.

The geometry in ORCA input format:
```
! RIJCOSX wB97M-V def2-TZVPD def2/J DEFGRID3
* xyz 0 1
C -1.00 -0.58 -1.54
C -0.81 -0.40 -0.22
C -0.05 -0.26 -2.65
C -1.82 -0.77 0.81
C 0.66 0.78 2.35
N 2.27 0.34 0.13
Si 0.60 0.70 0.44
H -1.82 -1.25 -1.84
H 0.11 0.87 -2.85
H 0.98 -0.47 -2.28
H -0.22 -0.67 -3.78
H -1.56 -1.33 1.74
H -2.24 0.05 1.27
H -2.57 -1.43 0.57
H 1.43 1.50 2.60
H -0.36 1.03 2.57
H 0.94 -0.09 3.04
H 2.65 -0.38 0.70
H 2.45 0.23 -0.88
H 0.36 2.14 -0.18
*
```

Computed properties:
LUMO   0.0327 hartree
Structure (SMILES)   C/C=C(/C)[Si@@H](C)N
Max |F|   3.25 eV Å⁻¹
ΔE to the lowest compared entry with this formula, charge and spin   132.7 kJ/mol
HOMO   -0.3369 Eh

---

Computed, not measured: an isolated ion of composition C17H34NO3 and charge +1, with ωB97M-V with the def2-TZVPD basis set.

The geometry in ORCA input format:
```
! RIJCOSX wB97M-V def2-TZVPD def2/J DEFGRID3
* xyz 1 1
C -2.77 2.92 -1.53
H -1.99 3.65 -1.77
H -2.67 2.05 -2.19
H -3.75 3.38 -1.67
O -2.70 2.54 -0.17
C -1.70 1.78 0.22
O -0.81 1.40 -0.53
C -1.80 1.39 1.67
H -0.81 1.17 2.05
H -2.24 2.21 2.23
C -2.72 0.16 1.77
H -3.73 0.47 1.49
C -2.74 -0.48 3.17
C -1.99 -1.81 3.21
C -0.47 -1.66 3.07
H -0.03 -1.41 4.03
H -0.27 -0.83 2.39
C 0.17 -2.93 2.52
H -0.10 -3.77 3.15
H -0.22 -3.13 1.52
C 1.70 -2.86 2.45
H 2.11 -2.84 3.46
H 2.06 -3.77 1.97
C 2.26 -1.64 1.71
H 3.35 -1.75 1.63
H 2.06 -0.74 2.30
C 1.68 -1.43 0.30
H 0.61 -1.20 0.37
C 2.40 -0.24 -0.38
N 1.60 0.38 -1.45
H 0.67 0.66 -1.06
C 1.33 -0.54 -2.58
C 0.37 0.11 -3.57
C 0.96 1.42 -4.10
C 1.29 2.33 -2.93
C 2.23 1.63 -1.95
H 2.44 2.28 -1.10
H 3.17 1.37 -2.44
H 1.77 3.25 -3.28
H 0.38 2.61 -2.40
H 0.25 1.91 -4.76
H 1.86 1.20 -4.67
H 0.17 -0.58 -4.38
H -0.58 0.32 -3.06
H 0.92 -1.47 -2.19
H 2.29 -0.76 -3.07
H 3.34 -0.59 -0.81
H 2.61 0.52 0.37
O 1.76 -2.59 -0.49
H 2.55 -3.09 -0.26
H -2.21 -2.32 4.16
H -2.37 -2.45 2.41
H -2.30 0.21 3.89
H -3.77 -0.66 3.46
H -2.40 -0.59 1.04
*
```

Computed properties:
LUMO   -0.0737 hartree
Structure (SMILES)   COC(=O)CCCCCCCC[C@H](O)C[NH+]1CCCCC1
Max |F|   0.97 eV Å⁻¹
ΔE to the lowest compared entry with this formula, charge and spin   11.8 kJ/mol
HOMO   -0.4935 Eh

---

Computed, not measured: C13H15N3O4S as an isolated structure at a distorted geometry, with ωB97M-V with the def2-TZVPD basis set.

The geometry in ORCA input format:
```
! RIJCOSX wB97M-V def2-TZVPD def2/J DEFGRID3
* xyz 0 1
C 5.11 0.85 -1.10
C 4.37 -0.02 -0.19
C 3.08 -0.16 0.25
C 3.13 -1.09 1.22
C 4.41 -1.44 1.15
O 5.30 -0.89 0.48
H 4.96 -2.33 2.02
H 2.37 -1.44 1.69
C 2.21 0.79 -0.19
N 2.11 1.79 -0.98
N 1.00 2.08 -1.01
C 0.33 1.56 -0.25
S -1.50 2.10 0.11
C -1.77 0.65 1.62
H -0.86 0.18 1.64
H -1.90 1.38 2.61
C -3.05 0.05 1.42
O -3.99 0.15 2.06
N -3.00 -1.18 0.33
C -1.76 -1.45 -0.34
H -0.84 -0.83 -0.25
C -2.05 -1.15 -1.76
H -1.37 -1.47 -2.55
O -3.26 -1.82 -2.12
C -4.40 -1.58 -1.71
H -5.34 -2.07 -1.83
C -4.13 -1.61 0.04
H -4.94 -1.64 0.61
H -3.85 -2.84 0.23
H -4.71 -0.36 -1.45
H -2.34 -0.06 -2.05
H -1.57 -2.42 -0.50
O 0.89 0.61 0.50
H 4.43 1.71 -1.54
H 5.57 0.35 -2.00
H 5.97 1.20 -0.72
*
```

Computed properties:
LUMO   -0.0020 hartree
Max |F|   17.55 eV Å⁻¹
ΔE to the lowest compared entry with this formula, charge and spin   1622.1 kJ/mol
HOMO   -0.2602 Eh

---

Computed, not measured: a 11-piece molecular cluster, H18N2O15 overall at a distorted geometry, with ωB97M-V with the def2-TZVPD basis set.

The geometry in ORCA input format:
```
! RIJCOSX wB97M-V def2-TZVPD def2/J DEFGRID3
* xyz -2 1
N 3.76 -5.03 -20.70
O 3.59 -6.15 -20.26
O 3.10 -4.06 -20.31
O 4.56 -4.94 -21.59
N 4.14 -3.47 -17.14
O 3.17 -2.87 -17.60
O 4.00 -4.36 -16.34
O 5.26 -2.96 -17.35
O 7.35 -5.02 -16.30
H 7.97 -4.37 -15.96
H 6.56 -4.51 -16.49
O 1.33 -5.56 -18.04
H 1.67 -6.37 -17.67
H 2.09 -5.14 -18.45
O 6.32 -1.26 -19.48
H 5.63 -1.71 -19.00
H 7.14 -1.61 -19.11
O 3.69 -7.30 -15.40
H 3.45 -7.95 -16.06
H 3.64 -6.46 -15.85
O 3.69 -1.05 -20.48
H 3.54 -1.84 -19.95
H 2.88 -0.56 -20.42
O 3.61 -0.87 -14.92
H 2.96 -1.24 -15.52
H 4.31 -0.56 -15.49
O 0.90 -1.99 -15.70
H -0.01 -2.28 -15.71
H 1.34 -2.53 -16.36
O 6.73 -1.11 -15.56
H 6.79 -1.79 -14.89
H 6.14 -1.49 -16.22
O 4.59 -4.89 -13.57
H 4.81 -5.77 -13.27
H 4.55 -4.96 -14.53
*
```

Computed properties:
LUMO   0.1881 hartree
Max |F|   4.10 eV Å⁻¹
ΔE to the lowest compared entry with this formula, charge and spin   64.1 kJ/mol
HOMO   -0.0764 Eh

---

Computed, not measured: an isolated ion of composition C7H9NO2PS and charge +1 at a distorted geometry, with ωB97M-V with the def2-TZVPD basis set.

The geometry in ORCA input format:
```
! RIJCOSX wB97M-V def2-TZVPD def2/J DEFGRID3
* xyz 1 1
C 4.47 -1.00 0.08
C 3.49 -0.03 0.65
C 1.87 0.01 0.35
C 1.21 1.48 -0.07
C -0.44 1.63 -0.34
C -1.33 0.26 -0.15
P -3.24 0.34 -0.39
O -4.00 -1.16 0.17
O -3.74 0.60 -2.04
S -3.88 1.79 0.81
N -0.65 -1.06 0.21
C 0.83 -1.25 0.47
H 4.46 -2.16 0.23
H 5.38 -0.54 -0.54
H 3.91 0.77 1.42
H 1.82 2.48 -0.18
H -0.90 2.69 -0.62
H -4.50 -0.88 1.02
H -4.66 0.22 -2.14
H -1.30 -1.89 0.31
H 1.21 -2.32 0.75
*
```

Computed properties:
LUMO   -0.2028 hartree
Structure (SMILES)   C=Cc1ccc(P(O)(O)=S)[nH+]c1
Max |F|   5.07 eV Å⁻¹
HOMO   -0.4433 Eh

---

Computed, not measured: a 2-piece molecular cluster, C2H2N2O overall at a distorted geometry, with ωB97M-V with the def2-TZVPD basis set.

The geometry in ORCA input format:
```
! RIJCOSX wB97M-V def2-TZVPD def2/J DEFGRID3
* xyz 0 1
C 1.53 -0.07 -0.18
C -2.03 -0.47 -0.07
N 1.88 0.93 0.38
N -2.91 0.26 -0.04
O 1.35 -0.93 -0.96
H -1.23 -1.20 -0.30
H 1.42 1.48 1.18
*
```

Computed properties:
LUMO   0.0186 hartree
Structure (SMILES)   N=C=O.C#N
Max |F|   3.20 eV Å⁻¹
ΔE to the lowest compared entry with this formula, charge and spin   77.7 kJ/mol
HOMO   -0.4224 Eh

---

Computed, not measured: an isolated ion of composition C8H12N3S and charge +1 at a distorted geometry, with ωB97M-V with the def2-TZVPD basis set.

The geometry in ORCA input format:
```
! RIJCOSX wB97M-V def2-TZVPD def2/J DEFGRID3
* xyz 1 1
C -2.94 -1.42 -0.07
C -1.04 -0.10 -0.24
C -3.37 1.01 0.01
C -2.40 -0.10 -0.06
C 1.22 0.48 -0.43
C 1.06 -0.94 -0.96
C -0.32 2.28 0.07
C -0.04 -2.07 1.00
N -3.39 -2.46 -0.22
N -0.15 0.87 -0.25
N -0.28 -1.39 -0.31
S -4.95 0.69 -0.01
H -2.85 1.92 0.11
H 1.90 0.38 0.39
H 1.84 0.95 -1.24
H 0.73 -1.02 -1.96
H 1.98 -1.44 -0.86
H 0.74 2.80 0.25
H -0.79 2.76 -0.66
H -0.87 2.24 1.10
H -0.19 -1.35 1.93
H -0.93 -2.82 1.15
H 0.86 -2.67 1.13
H -0.85 -1.85 -1.03
*
```

Computed properties:
LUMO   -0.1568 hartree
Structure (SMILES)   CN1CC[N@@H+](C)/C1=C(\C#N)C=S
Max |F|   6.36 eV Å⁻¹
ΔE to the lowest compared entry with this formula, charge and spin   375.1 kJ/mol
HOMO   -0.4430 Eh

---

Computed, not measured: one molecule with the formula C6H11N at a distorted geometry, with ωB97M-V with the def2-TZVPD basis set.

The geometry in ORCA input format:
```
! RIJCOSX wB97M-V def2-TZVPD def2/J DEFGRID3
* xyz 0 1
C 0.36 -1.45 2.11
C -0.18 0.02 2.16
C -0.83 0.46 0.82
C 0.15 0.67 -0.33
C -0.13 0.10 -1.60
N 0.75 0.07 -2.70
C 0.49 0.91 -3.64
H 0.89 -1.86 3.06
H -0.39 -2.22 1.90
H 1.02 -1.58 1.21
H -0.76 0.28 3.08
H 0.81 0.64 2.36
H -1.47 -0.40 0.51
H -1.61 1.21 1.17
H 1.21 0.86 -0.05
H -1.19 -0.20 -1.94
H -0.38 1.62 -3.63
H 1.27 0.88 -4.50
*
```

Computed properties:
LUMO   0.0269 hartree
Structure (SMILES)   C=N/C=C/CCC
Max |F|   3.67 eV Å⁻¹
ΔE to the lowest compared entry with this formula, charge and spin   269.5 kJ/mol
HOMO   -0.3179 Eh

---

Computed, not measured: C7H6ClNO4Pt as an isolated structure at a distorted geometry, with ωB97M-V with the def2-TZVPD basis set.

The geometry in ORCA input format:
```
! RIJCOSX wB97M-V def2-TZVPD def2/J DEFGRID3
* xyz 2 1
C 1.23 -1.85 0.52
C 1.57 -0.27 0.78
O 2.71 -0.01 1.47
N 0.74 0.92 0.37
C 1.57 1.71 -0.62
C -0.62 0.55 -0.17
C -1.84 0.80 0.68
Cl -2.03 1.53 2.37
C -2.99 0.19 -0.32
O -4.10 -0.39 0.14
O -2.49 0.37 -1.71
C -1.08 -0.13 -1.62
O -0.41 -0.93 -2.45
H 2.19 -2.33 -0.02
H 1.05 -2.43 1.52
H 0.33 -2.07 -0.19
H 2.29 0.95 -1.18
H 2.28 2.42 -0.01
H 0.90 2.29 -1.40
Pt -1.30 -1.30 1.84
*
```

Computed properties:
LUMO   -0.5068 hartree
Max |F|   10.52 eV Å⁻¹
HOMO   -0.6806 Eh

---

Computed, not measured: one molecule with the formula C3H7N5 at a distorted geometry, with ωB97M-V with the def2-TZVPD basis set.

The geometry in ORCA input format:
```
! RIJCOSX wB97M-V def2-TZVPD def2/J DEFGRID3
* xyz 0 1
C -0.69 0.96 -2.34
C -0.01 0.59 -1.06
C -0.52 -0.15 1.18
H -1.22 1.89 -2.23
H -0.02 1.08 -3.11
H -1.35 0.01 -2.58
H 0.73 -0.38 -1.01
H 0.88 1.36 -0.85
H 1.23 -2.24 2.55
H 1.55 -0.37 0.61
N -0.80 0.70 0.19
N -1.10 -0.25 2.37
N -0.22 -0.94 3.06
N 0.91 -1.32 2.26
N 0.63 -0.93 0.97
*
```

Computed properties:
LUMO   -0.0094 hartree
Structure (SMILES)   CC/N=c1/nn[nH][nH]1
Max |F|   9.40 eV Å⁻¹
ΔE to the lowest compared entry with this formula, charge and spin   451.6 kJ/mol
HOMO   -0.3157 Eh

---

Computed, not measured: one molecule with the formula C10H16S at a distorted geometry, with ωB97M-V with the def2-TZVPD basis set.

The geometry in ORCA input format:
```
! RIJCOSX wB97M-V def2-TZVPD def2/J DEFGRID3
* xyz 0 1
C -0.03 1.86 0.25
C 0.29 0.55 -0.46
C -0.53 1.02 -1.59
C -0.42 -0.70 0.26
C -0.81 2.38 -1.00
C -0.43 -2.06 -0.24
C 0.45 -1.79 0.90
C -0.34 3.51 -1.76
C 0.12 -2.50 2.23
C 1.91 -1.86 0.65
S -1.69 -3.19 -0.49
H -0.55 1.87 1.26
H 0.90 2.50 0.34
H 1.35 0.40 -0.59
H -0.93 0.38 -2.35
H -1.32 -0.14 0.59
H -1.92 2.47 -0.89
H -0.46 4.42 -1.13
H -0.79 3.71 -2.74
H 0.89 3.44 -2.12
H -0.27 -3.52 2.10
H -0.68 -2.03 2.78
H 1.01 -2.62 2.80
H 2.56 -1.25 1.31
H 2.09 -1.77 -0.48
H 2.16 -2.83 1.00
H -2.60 -2.25 -0.62
*
```

Computed properties:
LUMO (spin up / spin down)   0.0016 / 0.0168 hartree
Max |F|   5.75 eV Å⁻¹
ΔE to the lowest compared entry with this formula, charge and spin   643.7 kJ/mol
HOMO (spin up / spin down)   -0.2762 / -0.2621 Eh